DFT (ωB97M-V/def2-TZVPD) results for a structure of composition C36H31CoN4O5P.

ORCA input file:
```
! RIJCOSX wB97M-V def2-TZVPD def2/J DEFGRID3
* xyz 0 2
Co -0.341 0.881 -1.589
O 1.563 0.889 -1.730
N 2.087 2.074 -1.668
N 1.231 3.002 -1.611
O -0.060 2.783 -1.628
C 1.677 4.364 -1.553
C 3.032 4.657 -1.486
C 3.420 5.985 -1.434
C 2.470 6.999 -1.448
C 1.121 6.682 -1.512
C 0.712 5.357 -1.565
H 3.760 3.861 -1.477
H 4.473 6.229 -1.382
H 2.783 8.034 -1.406
H 0.377 7.467 -1.522
H -0.330 5.078 -1.613
O -4.035 1.312 -0.710
C -3.151 0.608 -1.152
O -2.186 1.008 -1.919
C -3.241 -0.900 -0.884
C -4.459 -1.359 -0.388
C -4.686 -2.705 -0.161
C -3.682 -3.625 -0.418
C -2.461 -3.181 -0.894
C -2.231 -1.828 -1.132
P -0.594 -1.296 -1.723
C 0.557 -2.311 -0.748
C 1.804 -2.641 -1.277
C 2.732 -3.321 -0.504
C 2.422 -3.681 0.801
C 1.187 -3.345 1.335
C 0.263 -2.651 0.570
C -0.441 -1.922 -3.423
C -0.355 -0.987 -4.448
C -0.266 -1.402 -5.769
C -0.258 -2.755 -6.070
C -0.340 -3.695 -5.049
C -0.432 -3.279 -3.732
H -5.224 -0.618 -0.194
H -5.644 -3.038 0.217
H -3.845 -4.681 -0.243
H -1.667 -3.896 -1.064
H 2.048 -2.363 -2.295
H 3.697 -3.579 -0.923
H 3.142 -4.229 1.397
H 0.938 -3.629 2.350
H -0.695 -2.384 0.997
H -0.366 0.071 -4.213
H -0.203 -0.668 -6.561
H -0.188 -3.082 -7.100
H -0.332 -4.753 -5.282
H -0.487 -4.018 -2.942
C 1.183 -0.996 4.566
N 1.356 -0.018 3.500
N 0.208 0.236 2.745
C 0.559 0.434 1.418
O -0.252 0.828 0.581
C 1.967 0.141 1.339
C 2.386 -0.158 2.589
C 3.729 -0.612 3.040
C -0.935 0.813 3.352
C -2.178 0.602 2.767
C -3.298 1.191 3.329
C -3.190 1.961 4.478
C -1.945 2.158 5.059
C -0.811 1.598 4.492
H 0.361 -0.685 5.205
H 2.093 -1.025 5.160
H 0.971 -1.992 4.166
H 2.550 0.178 0.434
H 4.437 -0.518 2.220
H 3.709 -1.658 3.351
H 4.079 -0.013 3.882
H -2.259 0.010 1.865
H -4.261 1.047 2.857
H -4.070 2.414 4.915
H -1.850 2.768 5.948
H 0.166 1.779 4.920
*
```

Values from the calculation:
- Expectation value of S²: 0.7589
- Calculated total energy: -3709.755035 hartree
- HOMO energy (alpha / beta): -0.299 / -0.296 Ha
- Energy relative to the best compared isomer or geometry (same formula, charge and spin): 0.0 kcal/mol

=====

DFT (ωB97M-V/def2-TZVPD) results for a structure of composition C36H31F12O21Zr.

ORCA input file:
```
! RIJCOSX wB97M-V def2-TZVPD def2/J DEFGRID3
* xyz -3 1
Zr -13.897 -7.176 -17.344
C -14.224 -11.143 -19.595
C -14.290 -12.528 -19.102
C -14.300 -12.799 -17.535
O -14.492 -13.998 -17.269
C -13.963 -11.633 -16.704
C -13.869 -10.373 -17.219
C -14.049 -10.144 -18.695
O -14.007 -8.905 -19.198
O -13.784 -9.360 -16.389
O -14.564 -13.552 -19.780
H -14.348 -11.005 -20.659
H -13.779 -11.818 -15.657
C -17.899 -5.013 -20.622
C -18.522 -4.240 -19.527
C -17.577 -3.792 -18.377
O -18.095 -3.074 -17.499
C -16.260 -4.341 -18.317
C -15.789 -5.184 -19.290
C -16.634 -5.545 -20.480
O -16.277 -6.447 -21.354
O -14.681 -5.736 -18.929
O -19.681 -3.811 -19.424
H -18.573 -5.302 -21.415
H -15.725 -4.016 -17.437
C -18.223 -6.758 -16.813
C -18.904 -5.734 -15.998
C -18.171 -5.256 -14.670
O -18.807 -4.564 -13.888
C -16.760 -5.540 -14.486
C -16.202 -6.315 -15.416
C -16.918 -7.001 -16.495
O -16.297 -7.786 -17.335
O -14.896 -6.393 -15.299
O -19.852 -5.086 -16.486
H -18.790 -7.206 -17.615
H -16.202 -5.105 -13.669
C -10.742 -6.752 -20.238
C -10.778 -6.434 -18.760
O -11.815 -7.045 -18.062
H -9.941 -6.148 -20.663
H -11.683 -6.791 -20.787
H -10.339 -7.743 -20.449
H -11.029 -5.374 -18.728
H -9.784 -6.632 -18.358
C -15.116 -2.496 -14.812
C -13.798 -3.170 -14.405
O -12.700 -2.896 -15.299
C -12.506 -3.594 -16.399
O -13.094 -4.642 -16.660
C -11.436 -2.939 -17.209
F -11.239 -1.643 -16.899
F -10.312 -3.611 -17.090
F -11.765 -2.925 -18.504
H -15.892 -2.857 -14.138
H -15.418 -2.806 -15.812
H -15.063 -1.407 -14.828
H -14.061 -4.212 -14.224
H -13.509 -2.821 -13.414
C -10.545 -11.246 -15.678
C -9.686 -10.862 -14.437
O -8.350 -10.413 -14.764
C -7.485 -11.300 -15.233
O -7.760 -12.526 -15.420
C -6.031 -10.746 -15.691
F -5.851 -9.438 -15.567
F -5.150 -11.342 -14.831
F -5.737 -11.098 -16.944
H -11.579 -11.424 -15.383
H -10.277 -12.205 -16.122
H -10.509 -10.477 -16.450
H -9.751 -11.646 -13.683
H -9.935 -9.891 -14.009
C -13.625 -2.952 -21.161
C -14.779 -3.144 -22.154
O -16.014 -2.470 -21.864
C -16.380 -1.406 -22.563
O -15.848 -1.060 -23.588
C -17.861 -0.889 -22.182
F -17.953 0.439 -22.123
F -18.813 -1.486 -22.938
F -18.162 -1.309 -20.980
H -13.401 -1.886 -21.139
H -12.722 -3.502 -21.426
H -13.965 -3.152 -20.145
H -15.035 -4.201 -22.089
H -14.383 -2.938 -23.148
C -8.022 -6.868 -14.577
C -9.461 -6.958 -15.100
O -10.312 -7.191 -13.980
C -11.700 -7.218 -14.201
O -12.215 -7.274 -15.362
C -12.526 -7.259 -12.913
F -11.734 -7.305 -11.872
F -13.238 -6.146 -12.784
F -13.379 -8.296 -12.928
H -7.284 -6.489 -15.284
H -7.667 -7.856 -14.282
H -7.842 -6.255 -13.694
H -9.539 -7.690 -15.903
H -9.722 -6.024 -15.599
*
```

Values from the calculation:
- Calculated total energy: -4215.966437 hartree
- HOMO energy: 0.015 Ha
- Energy relative to the best compared isomer or geometry (same formula, charge and spin): 0.0 kcal/mol

=====

DFT (ωB97M-V/def2-TZVPD) results for a structure of composition C36H32BF4GeN4O2STc.

ORCA input file:
```
! RIJCOSX wB97M-V def2-TZVPD def2/J DEFGRID3
* xyz 2 1
Tc -1.593 -1.018 -1.122
C -1.239 -0.607 -4.952
C -1.216 -1.583 -3.823
C -0.119 -1.643 -2.942
C -0.047 -2.628 -1.934
C -1.140 -3.475 -1.731
C -2.236 -3.418 -2.605
C -2.263 -2.498 -3.644
H -2.249 -0.252 -5.141
H -0.887 -1.102 -5.861
H -0.588 0.245 -4.765
H 0.750 -1.029 -3.152
H 0.868 -2.795 -1.381
H -1.092 -4.229 -0.956
H -3.055 -4.114 -2.474
H -3.090 -2.498 -4.343
N 1.783 6.601 0.793
C 1.004 5.539 0.535
C 1.563 4.345 0.022
C 0.780 3.245 -0.209
C -0.584 3.324 0.078
C -1.176 4.491 0.562
C -0.387 5.586 0.788
S -1.583 1.898 0.024
O -2.725 1.917 0.862
O -0.459 0.873 0.693
N -1.814 0.874 -1.337
C -2.760 1.497 -2.173
N -3.377 0.796 -3.101
C -4.310 1.455 -3.792
C -4.594 2.795 -3.570
C -3.863 3.437 -2.588
N -2.936 2.781 -1.892
H 2.767 6.585 0.590
H 1.395 7.463 1.131
H 2.627 4.298 -0.172
H 1.226 2.330 -0.582
H -2.237 4.507 0.779
H -0.826 6.491 1.185
H -4.848 0.879 -4.535
H -5.355 3.312 -4.134
H -4.015 4.482 -2.346
F -4.345 -1.105 2.332
B -3.282 -1.864 2.224
F -2.076 -1.342 2.467
F -3.364 -3.170 2.049
F -2.998 -1.515 -0.035
C -0.386 -0.388 0.297
Ge 1.114 -1.188 1.391
C 1.346 -3.109 1.076
C 0.360 -4.041 1.402
C 0.639 -5.399 1.349
C 1.902 -5.836 0.970
C 2.882 -4.916 0.626
C 2.607 -3.556 0.681
C 2.563 -0.148 0.537
C 3.401 0.685 1.272
C 4.434 1.372 0.644
C 4.639 1.231 -0.720
C 3.807 0.405 -1.464
C 2.774 -0.275 -0.837
C 0.931 -0.723 3.289
C 0.844 0.604 3.703
C 0.785 0.903 5.057
C 0.802 -0.119 5.996
C 0.870 -1.442 5.584
C 0.944 -1.745 4.232
H -0.625 -3.707 1.708
H -0.124 -6.117 1.622
H 2.124 -6.895 0.953
H 3.866 -5.254 0.330
H 3.379 -2.839 0.426
H 3.254 0.785 2.341
H 5.089 2.005 1.230
H 5.452 1.756 -1.206
H 3.973 0.277 -2.527
H 2.130 -0.928 -1.417
H 0.822 1.406 2.974
H 0.722 1.934 5.379
H 0.770 0.119 7.051
H 0.859 -2.239 6.315
H 1.016 -2.779 3.914
*
```

Values from the calculation:
- Calculated total energy: -4740.352310 hartree
- HOMO energy (alpha / beta): -0.497 / -0.497 Ha
- Energy relative to the best compared isomer or geometry (same formula, charge and spin): 49.8 kcal/mol

=====

DFT (ωB97M-V/def2-TZVPD) results for a cluster of 8 separate species, C36H32Cl6O20 in total.

ORCA input file:
```
! RIJCOSX wB97M-V def2-TZVPD def2/J DEFGRID3
* xyz 0 1
O 2.739 2.526 2.006
C 3.770 1.977 1.661
C 4.726 1.314 2.499
C 5.707 0.686 1.817
O 6.553 -0.049 2.465
C 5.877 0.579 0.266
O 6.739 -0.234 -0.120
C 5.030 1.446 -0.492
C 3.985 2.037 0.192
O 2.966 2.655 -0.440
H 4.571 1.232 3.593
H 7.193 -0.431 1.783
H 5.158 1.402 -1.594
H 2.470 2.944 0.360
O -0.567 -1.798 -3.492
C 0.525 -1.323 -3.722
C 1.773 -2.122 -3.829
C 2.989 -1.558 -3.790
O 4.171 -2.145 -3.638
C 3.216 -0.058 -3.978
O 4.335 0.378 -3.955
C 1.985 0.689 -4.127
C 0.709 0.168 -3.930
O -0.407 0.890 -3.897
H 1.711 -3.158 -3.766
H 4.835 -1.436 -3.741
H 2.019 1.752 -4.291
H -1.158 0.220 -3.892
O 2.744 -0.194 0.773
C 2.689 -1.375 0.471
C 3.574 -2.410 1.007
C 3.403 -3.695 0.551
O 4.102 -4.688 0.979
C 2.316 -4.082 -0.389
O 2.213 -5.268 -0.649
C 1.387 -3.062 -0.805
C 1.562 -1.795 -0.402
O 0.835 -0.766 -0.880
H 4.322 -2.169 1.802
H 3.892 -5.443 0.382
H 0.633 -3.267 -1.540
H 1.023 0.096 -0.410
O -6.119 2.547 -1.420
C -5.787 1.498 -1.945
C -4.510 1.208 -2.559
C -4.330 -0.054 -3.046
O -3.154 -0.413 -3.639
C -5.456 -1.046 -3.202
O -5.166 -2.065 -3.841
C -6.695 -0.853 -2.510
C -6.846 0.342 -1.905
O -8.003 0.667 -1.297
H -3.844 2.034 -2.698
H -3.203 -1.419 -3.773
H -7.408 -1.640 -2.410
H -7.947 1.552 -0.912
O 0.207 1.422 0.707
C -0.508 2.462 0.526
C -0.997 2.804 -0.775
C -1.777 3.880 -0.931
O -2.505 4.134 -2.000
C -2.056 4.880 0.215
O -2.688 5.853 -0.070
C -1.382 4.624 1.488
C -0.671 3.478 1.651
O 0.067 3.261 2.765
H -0.778 2.192 -1.604
H -3.046 4.956 -1.852
H -1.287 5.354 2.291
H 0.595 2.448 2.532
Cl -3.762 0.724 0.773
C -3.539 -1.073 0.400
C -2.077 -1.242 -0.085
Cl -2.005 -2.936 -0.508
H -4.317 -1.307 -0.278
H -3.721 -1.624 1.322
H -1.295 -0.914 0.627
H -1.902 -0.643 -1.023
Cl -3.212 2.006 5.944
C -2.496 1.672 4.303
C -1.951 0.271 4.303
Cl -3.192 -1.037 4.325
H -1.692 2.408 4.094
H -3.369 1.698 3.638
H -1.363 0.158 5.230
H -1.336 0.097 3.430
Cl 0.329 -3.678 2.269
C 0.426 -3.386 4.002
C 1.588 -2.450 4.413
Cl 1.484 -0.775 3.696
H 0.666 -4.320 4.484
H -0.462 -3.002 4.422
H 2.563 -2.876 4.116
H 1.618 -2.344 5.480
*
```

Values from the calculation:
- SMILES string: O=C1C=C(O)C(=O)C=C1O.O=C1C=C(O)C(=O)C=C1O.O=C1C=C(O)C(=O)C=C1O.O=C1C=C(O)C(=O)C=C1O.O=C1C=C(O)C(=O)C=C1O.ClCCCl.ClCCCl.ClCCCl
- Calculated total energy: -5656.935911 hartree
- HOMO energy: -0.342 Ha

=====

Repeat the first record exactly.
DFT (ωB97M-V/def2-TZVPD) results for a structure of composition C36H31CoN4O5P.

ORCA input file:
```
! RIJCOSX wB97M-V def2-TZVPD def2/J DEFGRID3
* xyz 0 2
Co -0.341 0.881 -1.589
O 1.563 0.889 -1.730
N 2.087 2.074 -1.668
N 1.231 3.002 -1.611
O -0.060 2.783 -1.628
C 1.677 4.364 -1.553
C 3.032 4.657 -1.486
C 3.420 5.985 -1.434
C 2.470 6.999 -1.448
C 1.121 6.682 -1.512
C 0.712 5.357 -1.565
H 3.760 3.861 -1.477
H 4.473 6.229 -1.382
H 2.783 8.034 -1.406
H 0.377 7.467 -1.522
H -0.330 5.078 -1.613
O -4.035 1.312 -0.710
C -3.151 0.608 -1.152
O -2.186 1.008 -1.919
C -3.241 -0.900 -0.884
C -4.459 -1.359 -0.388
C -4.686 -2.705 -0.161
C -3.682 -3.625 -0.418
C -2.461 -3.181 -0.894
C -2.231 -1.828 -1.132
P -0.594 -1.296 -1.723
C 0.557 -2.311 -0.748
C 1.804 -2.641 -1.277
C 2.732 -3.321 -0.504
C 2.422 -3.681 0.801
C 1.187 -3.345 1.335
C 0.263 -2.651 0.570
C -0.441 -1.922 -3.423
C -0.355 -0.987 -4.448
C -0.266 -1.402 -5.769
C -0.258 -2.755 -6.070
C -0.340 -3.695 -5.049
C -0.432 -3.279 -3.732
H -5.224 -0.618 -0.194
H -5.644 -3.038 0.217
H -3.845 -4.681 -0.243
H -1.667 -3.896 -1.064
H 2.048 -2.363 -2.295
H 3.697 -3.579 -0.923
H 3.142 -4.229 1.397
H 0.938 -3.629 2.350
H -0.695 -2.384 0.997
H -0.366 0.071 -4.213
H -0.203 -0.668 -6.561
H -0.188 -3.082 -7.100
H -0.332 -4.753 -5.282
H -0.487 -4.018 -2.942
C 1.183 -0.996 4.566
N 1.356 -0.018 3.500
N 0.208 0.236 2.745
C 0.559 0.434 1.418
O -0.252 0.828 0.581
C 1.967 0.141 1.339
C 2.386 -0.158 2.589
C 3.729 -0.612 3.040
C -0.935 0.813 3.352
C -2.178 0.602 2.767
C -3.298 1.191 3.329
C -3.190 1.961 4.478
C -1.945 2.158 5.059
C -0.811 1.598 4.492
H 0.361 -0.685 5.205
H 2.093 -1.025 5.160
H 0.971 -1.992 4.166
H 2.550 0.178 0.434
H 4.437 -0.518 2.220
H 3.709 -1.658 3.351
H 4.079 -0.013 3.882
H -2.259 0.010 1.865
H -4.261 1.047 2.857
H -4.070 2.414 4.915
H -1.850 2.768 5.948
H 0.166 1.779 4.920
*
```

Values from the calculation:
- Expectation value of S²: 0.7589
- Calculated total energy: -3709.755035 hartree
- HOMO energy (alpha / beta): -0.299 / -0.296 Ha
- Energy relative to the best compared isomer or geometry (same formula, charge and spin): 0.0 kcal/mol

=====

Look up the calculated total energy of the first one.
-3709.755035 hartree